[1]
This record from the Open Molecules 2025 dataset describes a cluster of 15 separate species, C50H90O35S5 in total. The level of theory is ωB97M-V/def2-TZVPD.

Structure (ORCA input):
```
! RIJCOSX wB97M-V def2-TZVPD def2/J DEFGRID3
* xyz 0 1
C -1.864 1.774 -5.598
C -1.199 0.449 -5.933
C -1.029 -0.441 -4.709
O -1.363 -1.755 -5.190
C -2.023 -1.630 -6.355
O -2.604 -2.505 -6.914
O -2.020 -0.352 -6.759
H -1.188 2.427 -5.057
H -2.794 1.584 -5.055
H -2.233 2.275 -6.496
H -0.223 0.663 -6.376
H -1.692 -0.228 -3.867
H -0.017 -0.435 -4.307
C -2.135 -4.309 -2.418
C -0.656 -4.680 -2.614
C -0.256 -5.069 -4.053
O 0.920 -4.302 -4.250
C 0.992 -3.307 -3.375
O 1.805 -2.430 -3.399
O 0.028 -3.443 -2.434
H -2.198 -3.863 -1.423
H -2.811 -5.161 -2.341
H -2.471 -3.546 -3.117
H -0.267 -5.354 -1.846
H -1.083 -4.889 -4.740
H -0.105 -6.149 -4.067
C -6.246 5.124 0.139
C -5.078 4.454 -0.546
C -3.898 4.150 0.369
O -3.488 2.857 -0.048
C -4.481 2.269 -0.767
O -4.482 1.140 -1.106
O -5.463 3.176 -1.041
H -6.681 4.427 0.861
H -7.033 5.279 -0.599
H -5.975 6.022 0.689
H -4.739 5.103 -1.359
H -4.066 4.264 1.439
H -3.117 4.839 0.034
C 2.854 -5.188 -0.853
C 3.329 -4.940 0.552
C 3.208 -3.477 1.033
O 2.511 -3.559 2.264
C 2.100 -4.821 2.484
O 1.537 -5.170 3.473
O 2.475 -5.623 1.486
H 3.105 -6.217 -1.128
H 3.401 -4.606 -1.596
H 1.771 -5.115 -0.941
H 4.360 -5.281 0.649
H 2.782 -2.811 0.285
H 4.213 -3.134 1.285
C -1.465 -0.478 -0.880
C -0.187 0.326 -0.887
C -0.171 1.439 0.177
O 1.111 1.228 0.779
C 1.664 0.036 0.376
O 2.768 -0.299 0.649
O 0.880 -0.538 -0.546
H -1.722 -0.835 0.121
H -1.408 -1.326 -1.564
H -2.315 0.145 -1.178
H 0.082 0.797 -1.831
H -1.011 1.262 0.844
H -0.159 2.400 -0.331
C -1.822 4.438 -2.940
C -0.931 5.609 -2.552
C -0.436 5.529 -1.124
O 0.955 5.799 -1.258
C 1.345 5.792 -2.544
O 2.423 6.106 -2.943
O 0.257 5.582 -3.332
H -2.715 4.399 -2.312
H -1.408 3.431 -2.827
H -2.044 4.503 -4.006
H -1.475 6.539 -2.736
H -0.578 4.527 -0.709
H -0.897 6.222 -0.421
C 6.870 -1.555 2.485
C 6.171 -0.230 2.690
C 4.757 -0.272 3.269
O 4.764 0.562 4.422
C 6.020 0.953 4.653
O 6.352 1.579 5.625
O 6.854 0.519 3.728
H 6.509 -2.134 1.635
H 6.701 -2.158 3.382
H 7.939 -1.392 2.359
H 6.266 0.403 1.805
H 4.553 -1.312 3.554
H 3.985 -0.055 2.537
C 5.198 -1.080 -1.398
C 5.817 0.195 -1.982
C 7.143 0.566 -1.350
O 8.076 0.598 -2.416
C 7.471 0.324 -3.582
O 8.020 0.374 -4.622
O 6.158 -0.037 -3.345
H 4.331 -1.510 -1.903
H 4.950 -0.914 -0.350
H 5.928 -1.891 -1.504
H 5.085 0.992 -1.854
H 7.467 -0.132 -0.577
H 7.121 1.578 -0.951
C -1.281 -4.185 1.308
C -1.799 -5.379 2.082
C -2.655 -5.083 3.334
O -3.913 -5.662 3.030
C -3.874 -6.352 1.907
O -4.727 -7.069 1.485
O -2.711 -6.082 1.263
H -0.789 -3.456 1.947
H -2.111 -3.731 0.763
H -0.595 -4.508 0.520
H -0.922 -5.949 2.402
H -2.682 -4.037 3.630
H -2.249 -5.618 4.194
C -4.267 1.165 2.635
C -5.058 0.586 3.780
C -4.434 -0.714 4.330
O -4.080 -0.392 5.665
C -4.628 0.784 6.009
O -4.722 1.177 7.127
O -4.978 1.478 4.886
H -3.178 1.100 2.659
H -4.493 2.197 2.348
H -4.533 0.709 1.670
H -6.081 0.365 3.471
H -3.629 -1.135 3.735
H -5.223 -1.469 4.326
C -6.517 -3.854 0.737
S -5.421 -2.455 1.148
O -4.413 -2.897 2.177
C -4.607 -2.316 -0.462
H -7.371 -3.935 1.405
H -5.934 -4.773 0.698
H -6.937 -3.587 -0.235
H -5.223 -1.933 -1.272
H -4.219 -3.294 -0.751
H -3.784 -1.631 -0.263
C 3.452 3.503 1.693
S 4.776 3.482 0.440
O 5.097 2.003 0.339
C 3.778 3.872 -1.025
H 3.937 3.562 2.666
H 3.054 2.491 1.605
H 2.674 4.245 1.537
H 4.408 3.981 -1.898
H 3.186 4.753 -0.763
H 2.940 3.178 -1.133
C -1.135 3.781 2.639
S -0.935 4.456 4.331
O -2.115 5.383 4.422
C -1.347 2.898 5.182
H -0.986 2.722 2.445
H -0.389 4.340 2.062
H -2.093 4.144 2.271
H -1.325 3.045 6.260
H -0.751 2.057 4.839
H -2.365 2.615 4.900
C 2.037 3.499 -5.269
S 2.035 2.377 -3.851
O 0.598 2.057 -3.599
C 3.084 1.003 -4.379
H 2.967 4.069 -5.287
H 1.226 4.208 -5.119
H 1.944 3.008 -6.238
H 3.133 0.317 -3.527
H 4.101 1.397 -4.407
H 2.750 0.400 -5.221
C -0.830 -1.597 4.755
S -0.111 -0.718 3.290
O -1.106 0.412 2.970
C 1.151 0.160 4.216
H -1.860 -1.904 4.613
H -0.654 -0.976 5.631
H -0.223 -2.490 4.936
H 1.551 1.015 3.670
H 2.012 -0.456 4.485
H 0.721 0.556 5.134
*
```

=====

[2]
This record from the Open Molecules 2025 dataset describes a structure of composition C10H16AlF6O8S2. The level of theory is ωB97M-V/def2-TZVPD.

Structure (ORCA input):
```
! RIJCOSX wB97M-V def2-TZVPD def2/J DEFGRID3
* xyz 0 2
Al -15.832 -25.675 -16.776
C -19.223 -28.222 -19.679
F -19.818 -29.393 -19.490
F -19.242 -27.949 -20.971
F -20.017 -27.321 -19.117
S -17.427 -28.173 -18.931
O -16.732 -29.353 -19.457
O -16.764 -26.931 -19.297
O -17.456 -28.144 -17.467
C -12.139 -27.193 -13.524
F -10.880 -27.177 -13.966
F -12.695 -28.330 -13.915
F -12.195 -27.078 -12.182
S -13.138 -25.714 -14.333
O -12.646 -24.472 -13.807
O -13.060 -25.805 -15.780
O -14.564 -25.839 -14.039
C -19.605 -26.867 -13.597
C -18.961 -25.936 -12.608
C -17.557 -25.758 -13.171
O -17.687 -25.983 -14.598
C -19.040 -26.383 -14.939
H -20.695 -26.852 -13.615
H -19.263 -27.879 -13.383
H -19.043 -26.264 -11.572
H -19.434 -24.957 -12.692
H -16.933 -26.557 -12.770
H -17.023 -24.837 -12.933
H -19.115 -27.191 -15.666
H -19.671 -25.546 -15.237
C -15.306 -30.693 -15.734
C -15.547 -30.202 -14.324
C -16.121 -28.824 -14.593
O -15.239 -28.377 -15.650
C -14.702 -29.481 -16.434
H -16.247 -30.928 -16.231
H -14.683 -31.584 -15.821
H -14.658 -30.069 -13.707
H -16.292 -30.834 -13.840
H -16.113 -28.238 -13.673
H -17.148 -28.860 -14.955
H -13.614 -29.500 -16.372
H -14.927 -29.367 -17.494
*
```

=====

[3]
This record from the Open Molecules 2025 dataset describes a cluster of 6 separate species, C4H20N2O6S in total. The level of theory is ωB97M-V/def2-TZVPD.

Structure (ORCA input):
```
! RIJCOSX wB97M-V def2-TZVPD def2/J DEFGRID3
* xyz 0 1
O -1.165 0.227 -1.211
C 0.022 0.111 -0.793
N 0.988 0.995 -1.325
C 2.365 1.151 -0.975
C 2.614 2.235 0.085
S 1.888 2.173 1.743
C 0.514 -0.687 0.222
N -0.576 -1.438 0.917
H 0.609 1.855 -1.617
H 2.765 0.228 -0.558
H 3.042 1.411 -1.790
H 2.355 3.202 -0.337
H 3.674 2.273 0.295
H 0.672 1.670 1.481
H 1.473 -0.646 0.694
H -1.378 -1.386 0.298
H -0.413 -2.373 1.299
H -0.800 -0.856 1.734
H -0.546 -0.754 -3.559
H 0.631 0.042 -3.541
O 0.233 -0.627 -4.117
H -2.646 -2.319 -2.021
H -2.979 -0.827 -2.245
O -3.278 -1.629 -1.803
H -2.673 -0.250 2.217
H -2.589 -0.316 3.870
O -2.138 -0.213 3.035
H 1.760 -2.711 1.231
H 1.826 -4.348 1.397
O 1.332 -3.536 1.460
H -3.702 -0.274 0.431
H -2.409 0.396 -0.077
O -3.092 0.446 0.637
*
```

=====

[4]
This record from the Open Molecules 2025 dataset describes a structure of composition H5NS. The level of theory is ωB97M-V/def2-TZVPD.

Structure (ORCA input):
```
! RIJCOSX wB97M-V def2-TZVPD def2/J DEFGRID3
* xyz 0 1
N 0.646 -0.522 -0.256
H 1.262 -0.110 -0.957
H 1.222 -0.957 0.456
H 0.082 0.396 0.254
H 0.060 -1.188 -0.749
S -1.115 1.484 0.951
H -2.158 0.897 0.301
*
```

=====

[5]
This record from the Open Molecules 2025 dataset describes a cluster of 8 separate species, C18H50N2O8 in total. The level of theory is ωB97M-V/def2-TZVPD.

Structure (ORCA input):
```
! RIJCOSX wB97M-V def2-TZVPD def2/J DEFGRID3
* xyz 0 1
O 2.304 -3.452 -3.222
H 2.155 -4.351 -3.486
H 1.408 -3.137 -3.041
O -1.410 -1.764 -0.205
H -1.439 -2.313 -0.992
H -2.122 -1.137 -0.357
O -4.020 -0.362 0.105
H -3.921 -0.766 0.956
H -3.422 0.411 0.058
O -0.390 -2.505 -3.278
H -0.118 -1.717 -2.752
H -0.358 -2.162 -4.171
O 3.793 -0.793 -1.986
H 3.546 -1.613 -2.498
H 3.389 -0.880 -1.104
O 0.878 -0.204 -2.071
H 0.987 -0.265 -1.118
H 1.807 -0.198 -2.367
C 1.798 0.099 3.230
C 3.040 -0.377 2.375
C 4.108 -0.955 3.245
C 3.924 -2.441 3.726
C 3.735 -3.319 2.537
C 2.606 -2.872 1.553
N 2.699 -1.437 1.359
O 1.554 -0.999 0.616
C 2.709 -3.650 0.237
C 1.261 -3.415 2.145
C 3.544 0.756 1.451
H 0.959 0.258 2.584
H 2.103 0.996 3.799
H 1.566 -0.646 4.034
H 5.042 -0.936 2.569
H 4.295 -0.364 4.128
H 3.080 -2.479 4.412
H 4.719 -2.654 4.407
H 3.529 -4.380 2.809
H 4.721 -3.373 2.064
H 2.653 -4.744 0.323
H 1.927 -3.298 -0.399
H 3.601 -3.374 -0.315
H 1.477 -4.326 2.660
H 0.765 -2.752 2.897
H 0.602 -3.529 1.289
H 4.252 1.422 1.992
H 2.898 1.422 0.949
H 4.009 0.306 0.578
H 0.742 -1.445 1.024
C -2.167 0.894 -3.003
C -2.767 2.076 -2.208
C -4.281 2.025 -2.245
C -4.823 3.095 -1.313
C -4.384 2.917 0.154
C -2.845 2.994 0.147
N -2.274 1.935 -0.823
O -0.860 1.977 -0.756
C -2.289 4.414 -0.028
C -2.355 2.490 1.571
C -2.356 3.349 -2.957
H -2.454 -0.150 -2.676
H -1.062 1.001 -2.890
H -2.465 1.000 -4.029
H -4.736 2.244 -3.196
H -4.619 1.015 -1.934
H -5.913 3.013 -1.358
H -4.559 4.074 -1.610
H -4.729 1.937 0.468
H -4.666 3.728 0.832
H -2.980 5.001 -0.655
H -2.147 4.963 0.939
H -1.283 4.360 -0.410
H -1.280 2.717 1.510
H -2.871 3.059 2.290
H -2.524 1.410 1.773
H -3.239 3.991 -3.177
H -1.908 3.093 -3.854
H -1.629 4.006 -2.502
H -0.518 1.084 -0.813
*
```

=====

It is found that the electronic energy values, taken in the order of the records, are -6583.54742, -2630.41107, -1123.50331, -455.89749, -1427.15624 Eh.